# 1
DFT (ωB97M-V/def2-TZVPD) results for 2 unconnected molecules or ions with the total composition C4H10S in a non-equilibrium geometry.

The geometry in XYZ format:
```
15
C4H10S ωB97M-V/def2-TZVPD
S -2.06 0.47 -1.52
C -1.21 -0.63 -2.73
C 1.98 -0.79 1.99
C 1.43 0.35 1.55
C 0.00 0.69 1.63
H -1.88 -1.35 -3.19
H -0.29 1.08 0.64
H -0.70 -0.13 1.80
H 2.15 1.09 1.21
H 1.39 -1.64 2.29
H 3.06 -0.82 1.99
H -2.41 1.47 -2.35
H -0.76 -0.05 -3.54
H -0.30 1.37 2.43
H -0.40 -1.12 -2.20
```

Computed properties:
**Highest occupied orbital energy**: -9.118 eV
**Kohn-Sham gap**: 10.03 eV
**SMILES**: C=CC.CS

Löwdin atomic charge list, values in e, 4 entries: number 1, S, carries 0.63; number 2, C, carries -0.46; number 3, C, carries -0.02; number 4, C, carries -0.26


# 2
DFT (ωB97M-V/def2-TZVPD) results for C4H10SSi in the gas phase in a non-equilibrium geometry.

The geometry in XYZ format:
```
16
C4H10SSi ωB97M-V/def2-TZVPD
S 1.19 -0.28 -0.90
Si 0.78 -1.30 -2.65
C -0.46 0.11 -0.33
C -0.43 0.67 1.06
C 0.10 -0.28 2.02
C -0.85 1.88 1.32
H 0.19 -2.60 -2.18
H -0.66 2.33 2.33
H -1.23 -0.74 -0.24
H 0.23 0.25 2.90
H 1.10 -0.49 1.75
H -0.75 0.81 -1.08
H -1.12 2.59 0.59
H 0.16 -0.36 -3.48
H -0.37 -1.19 2.20
H 2.12 -1.40 -3.30
```

Computed properties:
**Highest occupied orbital energy**: -8.950 eV
**Kohn-Sham gap**: 9.89 eV
**SMILES**: C=C(C)CS[SiH3]

Löwdin atomic charge list, values in e, 4 entries: number 1, S, carries 0.56; number 2, Si, carries 0.31; number 3, C, carries -0.55; number 4, C, carries -0.49


# 3
DFT (ωB97M-V/def2-TZVPD) results for C4H10SSi in the gas phase in a non-equilibrium geometry.

The geometry in XYZ format:
```
16
C4H10SSi ωB97M-V/def2-TZVPD
S 2.42 -3.30 2.08
Si 1.00 -1.90 1.89
C -0.57 1.03 -0.13
C -0.19 -1.64 0.43
C 0.22 -0.36 -0.38
C -0.47 2.11 -1.22
H 0.48 2.43 -1.24
H -0.04 1.40 0.75
H -0.11 -2.35 -0.37
H -0.83 1.59 -2.09
H -1.66 0.81 -0.11
H -1.22 2.78 -0.90
H -1.18 -1.43 0.63
H 1.06 -0.60 2.55
H 1.24 -0.03 -0.35
H -0.14 -0.55 -1.54
```

Computed properties:
**Highest occupied orbital energy**: -9.002 eV
**Kohn-Sham gap**: 8.37 eV
**SMILES**: CCCC[SiH]=S

Löwdin atomic charge list, values in e, 4 entries: number 1, S, carries 0.11; number 2, Si, carries 0.28; number 3, C, carries -0.27; number 4, C, carries -0.36